## A
16
Properties=species:S:1:pos:R:3:lowdin_charge:R:1 method="wB97M-V/def2-TZVPD" gap_ev=5.5 charge=0 lumo_ev=-1.8
C -0.44 -0.44 0.44 -0.281
N -0.85 -0.43 -0.82 0.042
C -0.97 -1.68 -1.51 -0.283
O -0.85 -1.79 -2.68 0.124
C -0.63 0.78 1.25 -0.148
C 0.34 1.51 1.77 0.032
S 2.03 0.68 -1.39 0.087
H -0.79 -1.31 0.99 0.143
H 0.91 -0.55 0.24 -0.030
H -0.40 0.27 -1.44 0.090
H -1.22 -2.50 -0.81 0.145
H -1.65 0.97 1.60 0.120
H 1.48 -0.93 0.54 0.208
H 0.17 2.34 2.45 0.074
H 1.37 1.36 1.44 0.034
H 1.50 1.72 -2.05 -0.359

## B
16
Properties=species:S:1:pos:R:3:lowdin_charge:R:1 method="wB97M-V/def2-TZVPD" gap_ev=9.7 charge=0 lumo_ev=1.0
C -3.12 0.61 -0.33 -0.074
C -2.11 -0.49 -0.38 -0.183
N -0.95 -0.32 0.13 0.032
O -0.11 -1.40 -0.13 -0.209
C 1.17 -1.08 0.38 -0.527
S 2.28 -0.40 -0.88 0.814
C 3.00 0.89 0.16 -0.422
H -2.69 1.50 0.06 0.062
H -3.46 0.87 -1.31 0.058
H -4.02 0.24 0.25 0.096
H -2.24 -1.37 -1.01 0.121
H 1.11 -0.39 1.21 0.068
H 1.58 -2.00 0.79 0.081
H 3.88 1.19 -0.36 0.011
H 3.33 0.44 1.12 0.055
H 2.35 1.70 0.30 0.016

Comparing the structures above, B comes out on top by 0.1171 hartree.